Record 1
The following is a quantum chemistry calculation of 8 unconnected molecules or ions with the total composition C22H67N6O7, from the Open Molecules 2025 dataset.

```
102
Properties=species:S:1:pos:R:3
N 27.250 -8.497 30.519
H 27.195 -9.292 31.198
H 28.040 -7.875 31.019
H 26.451 -8.149 30.303
H 27.582 -8.929 29.723
C 22.870 -3.590 28.151
C 23.090 -4.597 29.236
C 24.553 -5.043 29.509
O 24.892 -5.718 28.343
C 26.222 -5.605 27.880
N 22.586 -3.995 30.516
H 23.233 -2.665 28.477
H 21.894 -3.458 27.995
H 23.381 -3.910 27.081
H 22.456 -5.547 29.143
H 24.891 -5.482 30.463
H 25.212 -4.156 29.811
H 26.882 -5.926 28.388
H 26.474 -4.786 27.549
H 26.268 -6.377 27.107
H 22.896 -4.488 31.320
H 21.618 -3.769 30.324
C 24.014 -11.162 33.980
C 24.824 -11.641 32.805
C 25.454 -13.018 33.134
O 26.529 -12.910 34.079
C 26.861 -14.064 34.677
N 23.907 -11.711 31.698
H 24.628 -10.919 34.999
H 23.322 -11.931 34.222
H 23.370 -10.265 33.699
H 25.503 -10.989 32.488
H 25.891 -13.421 32.119
H 24.708 -13.946 33.333
H 26.885 -14.937 33.857
H 26.011 -14.226 35.327
H 27.815 -14.060 35.072
H 23.218 -12.359 31.741
H 24.210 -12.164 30.679
C 25.676 -7.014 33.659
C 27.098 -7.030 34.162
C 27.405 -7.970 35.292
O 26.473 -7.637 36.397
C 26.333 -8.521 37.445
N 28.157 -6.904 33.204
H 25.376 -6.433 32.865
H 25.043 -6.605 34.405
H 25.142 -7.872 33.792
H 27.212 -6.126 34.703
H 28.222 -7.677 35.848
H 27.189 -9.008 34.949
H 27.241 -8.828 37.965
H 25.803 -9.550 37.153
H 25.868 -8.170 38.295
H 28.895 -7.498 33.402
H 28.543 -5.934 33.382
C 29.701 -11.220 29.967
C 29.057 -12.098 31.014
C 30.005 -13.123 31.707
O 30.757 -13.791 30.702
C 31.338 -14.969 31.397
N 28.275 -11.302 32.012
H 28.718 -10.955 29.427
H 30.554 -11.735 29.428
H 30.323 -10.473 30.437
H 28.295 -12.930 30.467
H 29.453 -13.946 32.189
H 30.642 -12.770 32.573
H 32.168 -14.957 32.190
H 31.875 -15.605 30.696
H 30.474 -15.737 31.476
H 28.987 -10.935 32.707
H 27.771 -12.101 32.365
C 23.998 -10.358 26.984
C 24.959 -10.275 28.255
C 25.586 -11.651 28.560
O 24.613 -12.631 29.065
C 24.972 -13.977 29.144
N 25.959 -9.426 27.852
H 23.216 -11.097 27.158
H 24.611 -10.797 26.124
H 23.373 -9.540 26.641
H 24.259 -9.750 29.074
H 26.222 -11.399 29.276
H 26.118 -12.040 27.626
H 24.105 -14.550 29.658
H 25.895 -14.177 29.696
H 25.042 -14.481 28.062
H 25.516 -8.582 27.617
H 26.371 -9.681 26.913
C 22.728 -8.185 31.295
O 24.084 -8.678 31.187
H 22.665 -7.846 32.245
H 22.156 -9.078 31.235
H 22.355 -7.424 30.669
H 23.801 -9.627 31.195
C 30.458 -7.219 28.696
O 30.235 -7.967 29.844
H 30.997 -6.410 28.821
H 29.622 -6.817 28.355
H 31.004 -7.790 28.046
H 31.041 -8.319 29.956
```

Summary:
Charge ... +1
Energy above the lowest of the compared OMol25 structures with the same formula, charge and spin ... 0.0 kcal per mole
Kohn-Sham gap ... 8.91 eV

Here are the Löwdin charges for atoms 1 to 8, given in e: atom 1 (N): 0.342, atom 2 (H): 0.116, atom 3 (H): 0.172, atom 4 (H): 0.005, atom 5 (H): 0.046, atom 6 (C): -0.053, atom 7 (C): -0.414, atom 8 (C): -0.226

Record 2
The following is a quantum chemistry calculation of a molecular structure, C25H32As2ClO11Os, from the Open Molecules 2025 dataset.

```
72
Properties=species:S:1:pos:R:3
Os 2.565 -0.111 -0.419
C 3.560 3.160 -0.568
C 3.616 1.946 0.311
C 2.653 1.716 1.310
C 2.711 0.568 2.130
C 1.672 0.328 3.191
C 3.765 -0.339 1.947
C 4.791 -0.112 1.009
C 5.909 -1.090 0.822
C 4.666 1.003 0.168
H 3.070 2.919 -1.514
H 4.566 3.508 -0.796
H 3.012 3.964 -0.082
H 1.843 2.423 1.459
H 0.886 -0.337 2.826
H 1.211 1.268 3.492
H 2.120 -0.139 4.067
H 3.802 -1.222 2.573
H 5.587 -1.895 0.157
H 6.207 -1.529 1.773
H 6.773 -0.615 0.362
H 5.406 1.164 -0.607
O 2.487 0.442 -2.082
C -2.004 3.414 3.780
O -1.957 2.157 3.083
C -1.077 2.076 2.093
O -0.269 2.948 1.843
C -1.077 0.734 1.446
C -2.046 -0.199 1.618
As -3.784 0.530 1.122
C -5.051 -0.942 1.368
C -3.129 0.083 -0.723
C -1.886 0.076 -1.208
As -0.166 0.418 -0.251
C -0.014 2.238 -0.958
C -1.505 -0.177 -2.628
O -0.421 -0.648 -2.896
O -2.388 0.241 -3.515
C -2.066 -0.033 -4.892
C -4.292 -0.333 -1.577
O -4.343 -1.356 -2.202
O -5.300 0.529 -1.438
C -6.508 0.181 -2.136
C -1.742 -1.640 1.318
O -2.537 -2.465 0.958
O -0.459 -1.926 1.606
C -0.071 -3.288 1.355
H -2.768 3.298 4.540
H -2.264 4.214 3.090
H -1.038 3.628 4.233
H -4.985 -1.252 2.411
H -4.834 -1.795 0.734
H -6.048 -0.546 1.183
H -0.938 2.784 -0.786
H 0.163 2.108 -2.027
H 0.818 2.778 -0.522
H -2.890 0.372 -5.469
H -1.981 -1.107 -5.041
H -1.128 0.451 -5.156
H -7.211 0.980 -1.923
H -6.884 -0.775 -1.777
H -6.314 0.113 -3.204
H 0.977 -3.352 1.630
H -0.206 -3.522 0.300
H -0.678 -3.965 1.953
Cl 3.429 -4.858 -3.169
C 2.469 -3.953 -2.006
C 3.136 -2.673 -1.558
O 4.193 -2.245 -1.929
O 2.397 -2.047 -0.620
H 2.292 -4.576 -1.131
H 1.508 -3.701 -2.451
```

Summary:
Charge ... +1
Energy above the lowest of the compared OMol25 structures with the same formula, charge and spin ... 48.0 kcal per mole
Kohn-Sham gap (alpha / beta) ... 6.67 / 7.11 eV
Multiplicity ... 5

Here are the Löwdin charges for atoms 1 to 8, given in e: atom 1 (Os): 1.450, atom 2 (C): -0.023, atom 3 (C): -0.338, atom 4 (C): -0.075, atom 5 (C): -0.284, atom 6 (C): -0.007, atom 7 (C): -0.028, atom 8 (C): -0.281

Record 3
The following is a quantum chemistry calculation of 2 unconnected molecules or ions with the total composition C10H16, from the Open Molecules 2025 dataset.

```
26
Properties=species:S:1:pos:R:3
C -0.255 2.829 -1.084
C -0.866 1.452 -1.096
C -1.904 1.134 -0.282
C -2.571 -0.119 -0.339
C -2.158 -1.011 -1.299
C -0.940 -0.762 -1.980
C -0.291 0.457 -1.924
H -0.688 3.408 -1.897
H 0.832 2.741 -1.016
H -0.452 3.337 -0.135
H -2.300 1.842 0.428
H -3.390 -0.415 0.299
H -2.656 -1.961 -1.437
H -0.502 -1.595 -2.519
H 0.573 0.601 -2.553
C 2.583 -0.427 1.051
C 1.548 -1.548 1.110
C 0.625 -1.370 2.367
H 3.553 -0.740 1.452
H 2.253 0.520 1.465
H 2.873 -0.234 0.013
H 0.921 -1.532 0.219
H 1.997 -2.539 1.161
H -0.425 -1.380 2.078
H 0.763 -2.228 3.015
H 0.878 -0.462 2.903
```

Summary:
SMILES ... Cc1ccccc1.CCC
Energy above the lowest of the compared OMol25 structures with the same formula, charge and spin ... 16.7 kcal per mole
Kohn-Sham gap ... 10.15 eV

Here are the Löwdin charges for atoms 1 to 8, given in e: atom 1 (C): -0.053, atom 2 (C): -0.298, atom 3 (C): -0.063, atom 4 (C): -0.081, atom 5 (C): -0.099, atom 6 (C): -0.101, atom 7 (C): -0.050, atom 8 (H): 0.084

Record 4
The following is a quantum chemistry calculation of 2 unconnected molecules or ions with the total composition C2HCl2O3, from the Open Molecules 2025 dataset.

```
8
Properties=species:S:1:pos:R:3
C 1.049 1.528 0.098
C -0.716 -0.548 0.101
O 0.366 2.444 0.311
O 1.832 0.672 0.008
O 0.146 -1.658 0.025
Cl -1.353 -0.164 -1.800
Cl -2.248 -1.127 0.985
H 0.923 -1.146 0.272
```

Summary:
Charge ... -1
Energy above the lowest of the compared OMol25 structures with the same formula, charge and spin ... 45.7 kcal per mole
Kohn-Sham gap ... 6.76 eV

Quick look at the Löwdin charges, all values in e: atom 1 (C): -0.483, atom 2 (C): -0.993, atom 3 (O): 0.173, atom 4 (O): 0.138, atom 5 (O): -0.243, atom 6 (Cl): 0.095, atom 7 (Cl): 0.292, atom 8 (H): 0.021

Record 5
The following is a quantum chemistry calculation of 12 unconnected molecules or ions with the total composition C31H55N5O26S, from the Open Molecules 2025 dataset.

```
118
Properties=species:S:1:pos:R:3
C -0.259 -0.783 0.185
N 0.105 0.417 -0.570
O 0.129 0.358 -1.842
O 0.577 1.305 0.134
H -1.340 -0.702 0.297
H 0.323 -0.864 1.103
H -0.188 -1.673 -0.441
C 2.785 -1.090 -3.542
N 2.716 -2.152 -2.488
O 2.899 -3.340 -2.770
O 2.558 -1.719 -1.351
H 1.747 -1.078 -3.874
H 3.479 -1.534 -4.256
H 3.121 -0.107 -3.213
C -4.701 -2.427 -0.303
N -4.983 -1.934 1.066
O -4.150 -1.277 1.669
O -6.073 -2.142 1.620
H -5.520 -2.097 -0.942
H -4.656 -3.515 -0.354
H -3.808 -1.839 -0.516
C -4.222 2.767 -1.499
N -3.762 1.773 -0.492
O -4.609 1.403 0.256
O -2.684 1.190 -0.783
H -4.425 3.714 -0.999
H -5.140 2.416 -1.972
H -3.414 2.933 -2.212
C -2.457 -0.430 -3.686
N -3.781 -0.199 -4.260
O -4.533 0.441 -3.590
O -3.951 -0.691 -5.397
H -2.133 0.430 -3.099
H -1.662 -0.756 -4.357
H -2.810 -1.218 -3.021
O 0.998 7.248 -2.000
S 1.193 6.601 -0.703
O 0.399 7.060 0.458
O 0.973 4.979 -0.809
C 1.923 4.334 0.098
C 3.062 5.337 0.535
O 2.813 6.445 -0.335
H 1.348 4.116 0.998
H 2.327 3.420 -0.336
H 4.052 4.881 0.527
H 2.976 5.648 1.576
O -2.182 6.104 4.604
C -1.898 5.171 3.844
C -0.581 4.485 3.577
C -0.982 3.215 2.873
C -2.298 3.623 2.214
O -2.827 4.629 3.082
H 0.033 5.145 2.965
H -0.078 4.311 4.529
H -0.233 2.990 2.114
H -1.038 2.387 3.580
H -2.268 3.943 1.173
H -2.970 2.765 2.242
O 0.556 -3.053 3.451
C -0.171 -2.385 4.206
C -0.266 -2.483 5.705
C -1.165 -1.342 6.090
C -1.604 -0.675 4.846
O -0.855 -1.284 3.789
H -0.747 -3.426 5.969
H 0.718 -2.429 6.170
H -2.060 -1.742 6.567
H -0.594 -0.607 6.657
H -2.621 -1.030 4.679
H -1.486 0.408 4.879
O 0.882 -6.752 0.877
C 1.639 -5.795 1.212
C 2.026 -4.605 0.357
C 3.231 -3.994 1.099
C 3.140 -4.570 2.491
O 2.351 -5.795 2.371
H 2.384 -4.879 -0.636
H 1.119 -4.004 0.288
H 4.189 -4.223 0.633
H 3.258 -2.907 1.176
H 4.124 -4.698 2.942
H 2.785 -3.860 3.238
O 3.459 2.846 2.228
C 3.561 1.803 2.888
C 2.396 0.830 3.133
C 3.140 -0.450 3.339
C 4.538 -0.027 3.761
O 4.755 1.269 3.205
H 1.828 1.223 3.976
H 1.749 0.768 2.258
H 2.604 -0.977 4.128
H 3.085 -0.848 2.326
H 4.517 -0.156 4.843
H 5.157 -0.780 3.273
O -0.586 -3.658 -2.110
C -1.049 -4.218 -3.086
C -1.432 -5.691 -3.134
C -2.150 -5.809 -4.495
C -1.711 -4.579 -5.150
O -1.396 -3.612 -4.207
H -0.490 -6.224 -3.262
H -1.870 -6.102 -2.224
H -1.925 -6.749 -4.998
H -3.237 -5.789 -4.419
H -0.780 -4.649 -5.712
H -2.433 -4.061 -5.782
O 3.005 1.504 -5.595
C 2.356 2.296 -5.002
C 0.833 2.270 -4.719
C 0.734 3.353 -3.635
C 2.001 4.210 -3.885
O 2.966 3.334 -4.414
H 0.390 2.681 -5.626
H 0.683 1.245 -4.381
H -0.169 3.963 -3.680
H 0.621 2.924 -2.640
H 1.738 4.961 -4.631
H 2.356 4.614 -2.937
```

Summary:
SMILES ... C[N+](=O)[O-].C[N+](=O)[O-].C[N+](=O)[O-].C[N+](=O)[O-].C[N+](=O)[O-].O=S1(=O)OCCO1.O=C1CCCO1.O=C1CCCO1.O=C1CCCO1.O=C1CCCO1.O=C1CCCO1.O=C1CCCO1
Kohn-Sham gap ... 9.11 eV

Here are the Löwdin charges for atoms 1 to 8, given in e: atom 1 (C): 0.043, atom 2 (N): -0.369, atom 3 (O): 0.016, atom 4 (O): 0.052, atom 5 (H): 0.088, atom 6 (H): 0.093, atom 7 (H): 0.080, atom 8 (C): 0.051